(1)
An isolated molecule of CH3NO at a distorted geometry. Source: OMol25; level of theory: ωB97M-V/def2-TZVPD.

Structure (XYZ):
```
6
Properties=species:S:1:pos:R:3:forces:R:3
N -0.905 -0.473 -0.279 4.87 0.58 0.16
C 0.684 0.335 -0.170 -4.48 -2.34 -0.67
O 1.623 -0.161 0.299 1.02 0.00 0.10
H -1.133 0.256 0.353 -1.69 0.76 1.06
H -0.676 -1.271 0.342 -0.44 0.31 -0.44
H 0.407 1.313 -0.545 0.72 0.69 -0.21
```
Forces are in eV/Å.

Values from the calculation:
Max |F| ... 5.09 eV/Å
HOMO-LUMO gap ... 11.02 eV
Charge ... 0
E_tot ... -4621.5189 eV
Energy above the lowest of the compared OMol25 structures with the same formula, charge and spin ... 183.5 kJ/mol


(2)
A structure of composition C42H50AsMoN2S4. Source: OMol25; level of theory: ωB97M-V/def2-TZVPD.

Structure (XYZ):
```
100
Properties=species:S:1:pos:R:3:forces:R:3
Mo 0.138 -1.608 0.695 -0.03 0.11 -0.05
S 1.475 -0.968 -1.000 0.01 -0.06 -0.03
S 3.407 -0.203 -0.316 0.04 0.00 0.03
S 2.969 0.524 1.514 0.00 -0.04 -0.01
S 1.584 -0.920 2.315 0.26 -0.28 -0.02
C -0.383 1.551 2.886 -0.10 0.12 -0.07
C -1.763 0.965 3.201 0.05 0.10 -0.05
C -1.702 -0.383 3.920 -0.06 -0.01 -0.02
C -2.648 0.989 1.965 -0.03 -0.02 0.11
C -3.737 1.853 1.997 -0.11 -0.13 0.06
C -4.579 2.019 0.911 -0.02 -0.17 0.03
C -4.302 1.317 -0.248 -0.08 -0.01 0.04
C -3.220 0.448 -0.346 0.00 -0.06 -0.05
C -2.975 -0.179 -1.709 -0.04 -0.08 0.02
C -3.069 -1.706 -1.715 0.03 0.03 0.03
C -1.678 0.318 -2.345 0.02 0.03 0.02
C -2.384 0.252 0.783 0.12 0.33 -0.16
N -1.310 -0.608 0.706 0.10 -0.49 0.26
H 0.280 1.473 3.751 -0.01 0.01 -0.02
H -0.481 2.605 2.612 -0.05 0.06 0.02
H 0.095 1.023 2.060 -0.16 0.28 0.19
H -2.245 1.650 3.907 0.00 0.02 -0.01
H -1.185 -1.138 3.336 0.04 -0.04 -0.06
H -2.712 -0.742 4.137 0.01 -0.02 0.00
H -1.167 -0.270 4.866 0.01 -0.01 -0.01
H -3.920 2.413 2.908 0.01 0.02 -0.01
H -5.425 2.693 0.963 -0.01 -0.01 0.00
H -4.929 1.458 -1.122 0.00 0.00 -0.01
H -3.793 0.185 -2.340 -0.01 0.00 0.00
H -2.306 -2.141 -1.074 0.03 -0.02 -0.04
H -2.917 -2.092 -2.726 -0.02 0.02 -0.01
H -4.048 -2.040 -1.362 0.01 -0.01 0.01
H -0.799 -0.034 -1.805 -0.06 0.05 -0.02
H -1.650 1.410 -2.359 -0.03 -0.03 -0.02
H -1.608 -0.031 -3.379 0.03 -0.01 -0.01
C -2.505 6.160 0.336 0.01 -0.01 -0.01
C -1.185 6.528 0.109 0.02 0.01 0.00
C -0.227 5.559 -0.158 0.00 0.01 0.00
C -0.576 4.212 -0.197 -0.05 -0.01 -0.01
C -1.901 3.851 0.043 0.05 -0.03 -0.01
C -2.863 4.819 0.302 0.02 0.08 -0.02
As 0.674 2.747 -0.576 0.00 -0.02 0.02
C 0.669 2.882 -2.532 0.05 0.01 -0.01
C -0.105 3.785 -3.253 0.01 0.01 0.00
C -0.101 3.761 -4.643 0.00 0.01 0.00
C 0.681 2.840 -5.324 0.00 -0.01 -0.01
C 1.458 1.937 -4.610 -0.01 0.01 0.00
C 1.446 1.953 -3.223 0.00 0.01 0.00
C 2.332 3.730 -0.222 -0.01 0.03 0.00
C 3.204 4.187 -1.203 -0.01 0.02 0.00
C 4.374 4.851 -0.851 0.00 0.00 0.00
C 4.679 5.068 0.484 0.00 0.00 0.00
C 3.812 4.615 1.470 0.00 0.00 0.00
C 2.652 3.943 1.117 0.00 0.00 0.00
H -3.251 6.917 0.546 0.00 0.00 0.00
H -0.901 7.573 0.140 0.00 0.00 0.00
H 0.801 5.855 -0.336 0.01 0.01 0.00
H -2.187 2.803 0.039 0.06 0.14 -0.03
H -3.886 4.516 0.488 0.07 0.05 -0.02
H -0.720 4.508 -2.733 0.00 0.00 0.00
H -0.714 4.466 -5.193 0.00 0.00 0.00
H 0.680 2.821 -6.407 0.00 0.00 0.00
H 2.066 1.209 -5.133 0.00 0.00 0.00
H 2.035 1.230 -2.670 0.00 0.01 0.00
H 2.975 4.027 -2.249 0.00 0.00 0.00
H 5.048 5.196 -1.626 0.00 0.00 0.00
H 5.593 5.582 0.757 0.00 0.00 0.00
H 4.048 4.769 2.515 0.00 0.00 0.00
H 1.992 3.569 1.892 0.00 0.00 0.00
C 3.190 -5.641 -2.417 0.00 0.00 0.01
C 2.817 -5.231 -1.017 0.00 0.00 0.00
C 3.712 -5.389 0.037 0.00 0.00 0.00
C 3.404 -4.950 1.319 0.01 0.00 -0.01
C 4.411 -5.045 2.434 -0.01 0.00 0.00
C 2.164 -4.368 1.546 -0.02 0.01 0.00
C 1.247 -4.211 0.513 -0.08 -0.04 0.00
C 1.589 -4.636 -0.767 0.01 0.01 -0.02
N -0.019 -3.579 0.762 -0.09 0.00 -0.09
C -1.165 -4.488 0.994 0.01 0.02 0.04
C -2.316 -3.674 1.579 -0.02 0.04 -0.05
C -0.791 -5.583 1.999 -0.01 0.03 0.01
C -1.611 -5.148 -0.315 0.03 -0.03 0.00
H 4.083 -6.266 -2.421 0.00 0.00 0.00
H 3.392 -4.762 -3.032 0.00 0.00 0.00
H 2.382 -6.197 -2.896 0.00 0.00 0.00
H 4.681 -5.840 -0.152 0.00 0.00 0.00
H 5.176 -5.790 2.215 0.00 0.00 0.00
H 3.932 -5.309 3.378 0.00 0.00 0.00
H 4.907 -4.083 2.577 0.00 0.00 0.00
H 1.907 -3.988 2.528 0.00 0.00 0.01
H 0.898 -4.448 -1.581 0.00 -0.01 0.01
H -2.022 -3.241 2.538 -0.01 0.01 0.00
H -3.184 -4.317 1.737 0.01 -0.01 0.01
H -2.607 -2.855 0.919 0.00 -0.06 0.04
H -0.448 -5.142 2.936 0.00 0.01 0.00
H -0.002 -6.229 1.614 0.01 0.00 0.00
H -1.669 -6.200 2.207 0.01 0.00 0.00
H -1.802 -4.394 -1.079 -0.03 0.03 0.00
H -2.526 -5.724 -0.156 0.01 -0.01 0.01
H -0.843 -5.830 -0.685 -0.01 0.01 -0.01
```
Forces are in eV/Å.

Values from the calculation:
Max |F| ... 0.56 eV/Å
HOMO-LUMO gap ... 6.69 eV
Charge ... -1
E_tot ... -153386.2386 eV
Energy above the lowest of the compared OMol25 structures with the same formula, charge and spin ... 0.0 kJ/mol


(3)
A cluster of 2 separate species, C6H15N2 in total at a distorted geometry. Source: OMol25; level of theory: ωB97M-V/def2-TZVPD.

Structure (XYZ):
```
23
Properties=species:S:1:pos:R:3:forces:R:3
N -2.921 1.740 0.489 -0.21 -0.23 -0.38
C 0.381 0.659 -0.606 0.57 0.47 -0.81
C 1.819 0.638 -0.411 0.54 0.80 0.00
C 2.217 -0.293 0.739 -0.41 -0.41 0.06
C 3.236 -1.125 0.617 0.63 0.38 -0.47
C -0.310 -0.340 -1.366 -1.25 -0.89 0.59
N -1.503 -0.970 -0.707 0.79 1.01 0.44
C -1.296 -1.375 0.709 -0.44 0.23 -0.34
H -1.936 1.925 0.594 0.04 0.32 0.18
H -3.177 1.969 -0.467 0.02 0.07 0.03
H -3.433 2.395 1.069 0.07 -0.06 0.15
H -0.138 1.572 -0.326 -0.35 -0.28 0.44
H 2.210 1.643 -0.250 -0.21 0.11 0.40
H 2.291 0.322 -1.348 -0.13 -0.55 0.02
H 1.592 -0.230 1.622 0.17 -0.07 0.10
H 3.619 -1.807 1.360 -0.34 0.10 0.35
H 3.859 -1.046 -0.270 -0.17 -0.29 -0.11
H -0.764 0.249 -2.182 0.38 -0.20 -0.40
H 0.333 -1.156 -1.672 0.26 0.15 -0.47
H -2.290 -0.330 -0.758 -0.19 -0.15 0.06
H -1.829 -2.312 0.832 0.25 -0.19 0.20
H -0.233 -1.468 0.922 -0.05 -0.41 -0.01
H -1.727 -0.659 1.409 0.03 0.09 -0.04
```
Forces are in eV/Å.

Values from the calculation:
Max |F| ... 1.64 eV/Å
HOMO-LUMO gap ... 6.76 eV
Charge ... +1
E_tot ... -9435.1690 eV
Energy above the lowest of the compared OMol25 structures with the same formula, charge and spin ... 463.4 kJ/mol


(4)
The ion C6H11N2S2 with charge +1 at a distorted geometry. Source: OMol25; level of theory: ωB97M-V/def2-TZVPD.

Structure (XYZ):
```
21
Properties=species:S:1:pos:R:3:forces:R:3
C 0.698 0.995 -0.400 -1.51 -0.14 -0.72
C -1.514 -0.500 -0.019 -4.07 -0.63 1.76
C -0.882 0.281 1.148 1.69 -1.99 -3.12
C -0.178 -0.995 0.286 -1.20 -2.62 1.50
C -1.147 0.181 2.610 -0.78 -4.59 -1.35
C 2.058 1.060 -2.794 -0.78 -0.50 -2.09
N -0.199 1.379 0.557 1.98 -0.95 -0.22
N 0.638 -0.353 -0.657 1.68 2.53 1.27
S 0.266 -2.826 0.926 -0.02 2.98 -0.23
S 1.443 2.125 -1.482 0.17 0.20 0.54
H -2.521 -0.950 0.310 1.96 0.02 -0.61
H -1.578 -0.066 -1.023 -0.25 0.25 0.62
H -0.416 -0.512 3.136 -0.85 0.99 -0.68
H -2.156 -0.310 2.619 0.81 0.40 0.70
H -1.203 1.070 3.083 -0.15 3.03 1.49
H 2.356 0.042 -2.383 -0.49 1.35 -1.13
H 2.966 1.529 -3.199 -0.13 -0.10 0.46
H 1.302 1.116 -3.748 1.62 -0.79 2.63
H -0.195 2.225 1.089 0.49 0.80 -0.30
H 1.437 -0.776 -1.080 0.21 -0.46 -0.10
H -0.292 -3.556 -0.036 -0.37 0.22 -0.43
```
Forces are in eV/Å.

Values from the calculation:
Max |F| ... 4.84 eV/Å
HOMO-LUMO gap ... 9.44 eV
Charge ... +1
E_tot ... -31042.1482 eV
Energy above the lowest of the compared OMol25 structures with the same formula, charge and spin ... 298.5 kJ/mol